The following is a DFT calculation (wB97M-V/def2-TZVPD) of C4H8N2S as an isolated structure at a distorted geometry.

Properties
- 2S+1: 1

```
15
C4H8N2S (wB97M-V/def2-TZVPD)
C -1.4382 0.0928 0.6407
C -0.3156 -0.7782 0.8544
C -0.3852 0.9549 -0.1949
C 1.6865 0.0005 -0.1125
H -2.2288 -0.0135 -1.7787
H -1.5390 0.7090 1.5319
H -0.1213 -1.4328 1.7843
H -0.2527 -1.6267 0.1185
H -0.5151 0.9682 -1.3061
H -0.1953 2.0715 0.1340
H 1.8502 0.9176 -0.6483
H 3.1923 -0.6099 -0.8879
N 0.6449 0.2993 0.6094
N 2.3756 -1.0240 -0.4401
S -2.7583 -0.5287 -0.3047
```

---

The following is a DFT calculation (wB97M-V/def2-TZVPD) of a 2-piece molecular cluster, C30H58BIN2O5P overall at a distorted geometry.

Properties
- Net charge: +1
- 2S+1: 1

```
98
C30H58BIN2O5P (wB97M-V/def2-TZVPD)
C 4.3952 2.5212 2.3680
C 5.5794 1.5101 1.9423
C 6.1838 1.9759 0.5350
C 5.2744 1.5206 -0.7436
C 6.1513 1.8463 -2.0464
C 5.9976 0.8114 -3.2566
C 6.0235 -0.7411 -2.8502
C 7.2457 -1.1866 -1.9131
C 6.8687 -1.5921 -0.4127
C 5.5554 -2.4910 -0.2439
C 5.3586 -2.8150 1.3392
C 4.1622 -3.8670 1.5159
C 2.7060 -3.2757 1.1494
C 1.6832 -4.5320 1.0472
C 0.2263 -4.1312 0.5050
C -0.2361 -4.9527 -0.8137
C -1.8027 -5.4121 -0.7479
C -2.7025 -4.7243 -1.8848
C -3.6483 -3.5342 -1.3548
C -2.7073 -2.2200 -1.1410
C -3.5411 -1.0374 -0.4613
C -4.1325 -1.2513 0.9617
P -3.5909 -2.6169 2.1590
O -4.5683 -2.5056 3.5769
I -1.3377 -1.9109 2.9850
N -5.1838 -0.3444 1.4227
C -5.3217 1.0083 0.9339
C -6.3816 2.0125 1.6045
C -4.4051 1.4898 -0.2361
C -4.1207 3.0324 -0.5934
N -4.0395 3.9063 0.6323
C -3.7963 0.3419 -1.1258
O -3.4611 0.5788 -2.4879
B -4.7098 0.5807 -3.2961
O -4.5832 0.7024 -4.7194
O -6.0257 0.4287 -2.7288
H 4.5054 2.7234 3.4979
H 4.4841 3.5541 1.8632
H 3.3993 2.0238 2.1104
H 5.2504 0.4125 1.8992
H 6.4263 1.6369 2.7169
H 6.2718 3.1202 0.4419
H 7.2178 1.4927 0.3477
H 5.0190 0.4189 -0.5952
H 4.2641 2.0834 -0.7186
H 5.7730 2.8669 -2.4408
H 7.2488 2.0387 -1.7517
H 6.7749 1.0226 -4.0838
H 4.9655 1.0110 -3.7336
H 6.1477 -1.3261 -3.8413
H 4.9858 -1.0081 -2.4646
H 7.8875 -1.9956 -2.4306
H 7.9503 -0.2706 -1.8356
H 6.7494 -0.6953 0.3007
H 7.7519 -2.2030 0.0190
H 4.6475 -1.8270 -0.5164
H 5.5116 -3.4200 -0.9024
H 6.3529 -3.1395 1.7918
H 4.9926 -1.8180 1.7956
H 4.3489 -4.7399 0.7895
H 4.1003 -4.2176 2.6125
H 2.6658 -2.7375 0.1417
H 2.3436 -2.5661 1.9757
H 2.1507 -5.4141 0.4717
H 1.5449 -4.9043 2.1303
H -0.5699 -4.3625 1.3080
H 0.2097 -3.0222 0.2070
H 0.4124 -5.8768 -1.0193
H -0.1026 -4.2745 -1.7405
H -2.2515 -5.2364 0.3019
H -1.7742 -6.5544 -0.9145
H -3.3947 -5.4848 -2.3913
H -2.0311 -4.2973 -2.7104
H -4.1150 -3.7475 -0.3334
H -4.4939 -3.3382 -2.1045
H -2.1799 -1.9379 -2.1083
H -1.9065 -2.5436 -0.3753
H -4.2303 -1.7241 4.0879
H -5.8454 -0.6191 2.1774
H -5.8459 2.8088 2.2040
H -7.0561 2.4804 0.7975
H -7.0421 1.3857 2.3145
H -3.0890 3.0757 -1.1258
H -4.9202 3.3644 -1.3230
H -3.8968 3.2921 1.4453
H -4.9401 4.3878 0.7980
H -4.4406 1.6442 -4.9843
H -6.5040 1.2844 -2.6917
C -7.5222 8.2369 1.0512
C -6.5957 7.2048 1.6346
O -6.8182 6.0119 1.5107
C -5.3843 7.7015 2.3769
H -8.3503 7.7356 0.5457
H -7.9269 8.8653 1.8471
H -6.9857 8.8481 0.3226
H -5.6943 8.3061 3.2316
H -4.7531 8.2891 1.7070
H -4.8082 6.8485 2.7420
```

---

no.,highest occupied orbital energy (Eh),molecular weight (g mol⁻¹),lowest unoccupied orbital energy (hartree)
1,-0.3420,116.19,0.0053
2,-0.4263,695.49,-0.1708